# 1
Below is the molecule C5H5NO, with properties calculated with wB97M-V/def2-TZVPD.

The geometry in XYZ format:
```
12
Properties=species:S:1:pos:R:3:forces:R:3
C -1.2399 1.4079 -1.1464 0.22 0.73 -0.05
C -0.5832 1.2466 0.0178 -1.32 0.99 1.13
C 0.2059 0.0853 0.3500 0.46 -0.58 -0.77
C 0.2452 -1.0423 -0.4012 -3.06 2.38 -2.77
O 0.9404 -1.9133 0.2255 1.29 -4.45 -0.86
C 1.3698 -1.3829 1.3343 1.11 1.57 0.93
N 1.0022 -0.1446 1.4499 -0.16 0.26 1.02
H -1.9152 2.3260 -1.2264 0.96 -1.67 -0.32
H -1.0404 0.6937 -2.0196 -0.58 1.43 1.26
H -0.8049 1.8881 0.9292 0.35 -0.44 -1.49
H -0.3061 -1.2160 -1.3777 1.14 -0.42 1.64
H 2.1262 -1.9486 1.8643 -0.41 0.19 0.27
```
Forces are in eV/Å.

Output
Orbital gap: 9.676 eV
Charge: 0
SMILES: C=Cc1cocn1

# 2
Below is an isolated ion of composition C8H14NO and charge +1, with properties calculated with wB97M-V/def2-TZVPD.

The geometry in XYZ format:
```
24
Properties=species:S:1:pos:R:3:forces:R:3
C 0.9488 -0.0770 -0.7857 1.34 -2.27 -2.41
C -1.5101 0.6529 0.2400 -2.32 -0.81 -2.29
C -0.5157 0.0022 1.1911 0.20 -1.95 0.58
C 0.8710 -0.3367 0.6435 -2.75 2.54 -0.39
C -0.2475 -0.2537 -1.7435 2.52 0.24 0.85
C -0.5229 0.7472 2.5458 0.56 1.70 -1.17
C 1.9592 -0.6997 1.4833 3.85 -1.46 -0.77
C -0.1774 -0.5076 -3.1919 1.93 -2.09 -1.13
N -1.3419 0.2278 -1.3388 -2.03 1.04 2.95
O -2.3503 0.2997 -2.0600 -1.18 0.53 0.68
H 1.2361 0.9744 -0.9041 0.23 0.45 0.52
H 1.7944 -0.6290 -1.2955 -0.56 0.58 0.85
H -2.6067 0.3008 0.3686 1.97 0.24 0.15
H -1.6262 1.7512 0.3574 0.74 -0.56 -0.56
H -0.8896 -1.0670 1.3990 0.46 0.84 -0.31
H -0.6167 1.8233 2.2157 0.42 -0.88 0.85
H 0.4050 0.5977 3.0785 0.16 0.10 0.20
H -1.3316 0.5797 3.2286 -0.59 -0.57 -0.05
H 2.4803 0.0446 2.1107 -0.66 0.74 -0.49
H 2.9081 -1.1850 0.9541 -2.30 0.89 0.68
H 1.6695 -1.3398 2.2825 -0.68 -0.90 0.64
H -1.1288 -0.2038 -3.5527 -0.40 0.60 -0.81
H -0.1122 -1.5962 -3.4764 -0.13 0.70 0.69
H 0.7051 -0.1060 -3.7503 -0.77 0.27 0.74
```
Forces are in eV/Å.

Output
Orbital gap (spin up / spin down): 5.783 / 5.782 eV
Charge: +1

# 3
Below is a 2-piece molecular cluster, C29H34FN3O7 overall, with properties calculated with wB97M-V/def2-TZVPD.

The geometry in XYZ format:
```
74
Properties=species:S:1:pos:R:3:forces:R:3
C -4.2601 -2.4388 3.1307 -0.11 -0.02 0.11
C -3.2986 -2.0271 2.0429 -0.21 0.53 -0.24
O -3.8816 -0.8802 1.3781 0.72 -1.28 0.85
C -3.1747 -0.3909 0.3309 -1.28 1.76 -1.16
C -4.0000 0.5494 -0.3609 1.88 -0.15 -0.60
F -5.1370 0.9083 0.2439 -1.58 0.06 0.56
C -3.7923 1.0946 -1.6579 0.01 -0.60 1.99
O -2.7266 1.1629 -2.2712 0.38 -0.01 -0.74
O -4.9583 1.5887 -2.1348 0.03 0.44 -1.51
C -4.9120 1.8996 -3.5498 -0.09 0.03 0.52
C -6.2643 2.4573 -3.9128 -0.17 0.09 -0.07
O -2.0307 -0.7126 0.0296 0.93 -0.76 0.25
H -3.8786 -3.3269 3.6305 0.04 -0.11 0.08
H -4.3771 -1.6540 3.8832 -0.02 -0.03 -0.15
H -5.2437 -2.6829 2.7184 0.14 0.11 0.02
H -2.3222 -1.7474 2.4587 -0.11 -0.12 -0.14
H -3.1631 -2.8438 1.3204 0.08 0.25 0.08
H -4.1143 2.6297 -3.7416 -0.13 -0.24 -0.01
H -4.6963 0.9832 -4.1183 0.05 0.23 0.19
H -6.2997 2.6477 -4.9845 -0.03 0.03 -0.10
H -7.0639 1.7510 -3.6681 0.14 0.12 0.03
H -6.4533 3.4036 -3.3969 -0.01 -0.17 0.00
C 5.4713 -0.8693 1.9158 0.18 0.39 0.19
N 4.2697 -1.0400 1.1335 -0.02 -0.61 -0.11
C 3.9319 -2.2390 0.5742 0.85 -0.86 0.04
O 4.6029 -3.2665 0.6300 -1.08 1.36 -0.07
C 2.5914 -2.0457 -0.1364 0.49 -0.54 -0.39
C 1.4632 -2.9106 0.4390 -0.37 0.12 0.25
C 1.7335 -4.3938 0.3121 -0.17 0.02 0.05
C 1.8196 -5.1850 1.4637 0.29 0.03 -0.47
C 2.2042 -6.5219 1.3540 -0.06 0.07 -0.19
C 2.4422 -7.0807 0.0924 -0.11 0.27 -0.01
C 2.2706 -6.3062 -1.0637 -0.04 0.19 0.25
C 1.9051 -4.9602 -0.9548 0.18 -0.34 0.33
N 2.3518 -0.6130 0.0382 -2.07 0.85 -0.80
C 1.2233 -0.0337 -0.4136 1.20 -1.34 0.58
C 0.9651 1.3185 -0.2708 -0.71 1.91 0.17
C -0.2109 1.9440 -0.6537 1.03 -1.43 -0.05
C -0.3732 3.3685 -0.6415 0.05 2.35 0.32
C -1.4585 3.9947 -1.3253 0.45 -1.00 0.25
C -1.6464 5.3628 -1.3047 0.59 1.01 0.47
C -0.7442 6.1775 -0.5842 0.13 -2.56 -0.12
N -0.9881 7.5699 -0.4390 -0.62 3.70 0.26
O -0.1896 8.2456 0.2524 -1.40 -1.44 -1.29
O -1.9917 8.0723 -0.9937 1.92 -1.25 0.97
C 0.3663 5.6074 0.0694 -0.38 0.28 -0.24
C 0.5510 4.2358 0.0357 -0.60 -0.55 -0.40
C 3.3835 0.0727 0.8372 0.53 0.32 0.48
C 2.8368 0.6519 2.1529 -0.17 -0.19 0.05
C 4.1585 1.1371 0.0417 0.04 -0.15 -0.24
H 5.9725 -1.8338 2.0242 -0.20 0.15 -0.12
H 6.1484 -0.1557 1.4269 -0.04 -0.25 0.12
H 5.2179 -0.4744 2.9083 0.14 -0.17 -0.16
H 2.7270 -2.2814 -1.2082 0.00 0.14 0.42
H 1.3320 -2.6347 1.4989 -0.04 -0.11 -0.32
H 0.5328 -2.6407 -0.0862 0.17 -0.10 0.22
H 1.6156 -4.7271 2.4351 0.17 -0.21 -0.26
H 2.3379 -7.1154 2.2596 -0.10 0.08 -0.30
H 2.7510 -8.1236 0.0086 -0.08 0.31 0.02
H 2.4422 -6.7376 -2.0502 -0.08 0.05 0.28
H 1.7668 -4.3396 -1.8465 0.11 -0.29 0.25
H 0.5022 -0.6785 -0.9202 0.09 0.12 0.17
H 1.7450 1.9300 0.1774 -0.38 -0.20 -0.38
H -1.0300 1.3241 -1.0127 -0.30 0.00 -0.23
H -2.1484 3.3575 -1.8797 0.12 0.03 0.16
H -2.4758 5.8377 -1.8219 0.13 -0.18 0.14
H 1.0529 6.2644 0.5984 -0.19 -0.21 -0.09
H 1.4065 3.8175 0.5688 -0.29 0.18 -0.13
H 2.4129 -0.1580 2.7612 0.10 0.22 -0.11
H 3.6582 1.1269 2.7038 -0.25 -0.13 -0.12
H 2.0582 1.3979 1.9837 0.18 -0.12 0.15
H 4.6789 0.6537 -0.7949 -0.07 0.15 0.18
H 3.5089 1.9128 -0.3663 0.20 -0.09 0.08
H 4.8955 1.6135 0.7009 -0.19 -0.13 -0.22
```
Forces are in eV/Å.

Output
Orbital gap: 3.403 eV
Charge: 0

# 4
Below is C15H37IrN4O5S as an isolated structure, with properties calculated with wB97M-V/def2-TZVPD.

The geometry in XYZ format:
```
63
Properties=species:S:1:pos:R:3:forces:R:3
Ir 0.4831 -0.6314 -0.0259 0.24 -0.15 -0.30
C 3.0803 -0.5667 -2.5287 0.02 -0.03 0.00
C 1.6837 -1.0777 -2.8955 0.01 0.07 -0.03
N 0.5686 -0.3996 -2.1529 -0.13 0.03 -0.01
C 0.5258 1.0455 -2.5200 -0.03 0.03 -0.01
C -0.3937 1.7212 -1.5544 -0.01 0.04 0.00
N 0.0064 1.3762 -0.1493 -0.09 -0.01 0.13
C 0.9438 2.3674 0.4577 0.01 0.04 -0.01
C 0.9052 2.3212 1.9927 -0.01 -0.01 -0.02
C 0.2357 1.0887 2.5829 -0.01 0.00 -0.03
N 0.7492 -0.2067 2.0519 -0.05 0.09 0.09
C 2.1873 -0.4575 2.4068 0.00 0.04 -0.01
C 3.0819 -0.0116 1.2790 0.02 -0.01 0.02
N 2.5495 -0.5474 -0.0146 0.05 -0.09 -0.05
C 3.2896 0.0701 -1.1566 0.01 0.02 0.01
H 3.4112 0.1800 -3.2519 0.03 -0.02 -0.01
H 3.7652 -1.4064 -2.6490 -0.01 -0.01 0.03
H 1.5948 -2.1387 -2.7202 0.00 -0.03 -0.02
H 1.4987 -0.9053 -3.9575 -0.01 0.03 0.01
H -0.3023 -0.8252 -2.4782 0.02 -0.02 -0.01
H 0.1774 1.1544 -3.5480 -0.01 0.00 0.00
H 1.5348 1.4458 -2.4722 -0.01 0.00 -0.01
H -1.4086 1.3619 -1.6977 -0.05 -0.02 0.00
H -0.4011 2.8037 -1.6731 0.00 0.00 0.00
H -0.8805 1.5058 0.3897 -0.03 0.03 -0.03
H 0.6307 3.3537 0.1155 -0.02 -0.01 -0.01
H 1.9376 2.2004 0.0529 0.00 0.02 0.01
H 0.3439 3.1784 2.3649 0.01 0.01 0.01
H 1.9122 2.4458 2.3908 0.00 -0.02 0.00
H -0.8399 1.0971 2.4060 0.01 0.00 0.01
H 0.3838 1.0803 3.6640 -0.01 0.00 0.00
H 0.2162 -0.9437 2.5119 -0.01 -0.01 -0.01
H 2.3009 -1.5225 2.5883 0.00 0.00 0.00
H 2.4294 0.0753 3.3268 0.00 0.00 0.00
H 4.0911 -0.4015 1.4217 0.00 0.00 0.00
H 3.1578 1.0693 1.1985 -0.01 -0.01 0.00
H 2.8037 -1.5486 -0.0116 0.03 0.01 -0.02
H 4.3494 -0.0061 -0.9054 0.00 0.03 0.00
H 3.0571 1.1333 -1.1571 -0.02 -0.01 0.00
C -3.0313 2.6696 1.9099 -0.02 0.01 -0.06
O -2.4289 1.9926 0.7832 0.13 -0.04 0.03
C -3.2654 1.0315 0.1624 0.02 0.04 -0.04
C -2.9746 -0.3961 0.5310 0.04 -0.14 0.17
O -1.7512 -1.0478 -0.0212 -0.08 0.16 -0.21
C -2.0269 -2.4924 0.0078 -0.03 0.02 -0.15
H -3.9430 3.1714 1.5889 0.00 0.01 0.01
H -2.3191 3.4143 2.2542 0.01 0.00 0.00
H -3.2568 1.9641 2.7114 -0.01 0.00 0.00
H -3.2365 1.1743 -0.9189 0.02 0.01 -0.03
H -4.3067 1.1970 0.4540 0.00 -0.01 0.02
H -3.8006 -0.9623 0.1044 0.00 -0.07 0.08
H -2.9674 -0.5587 1.6109 0.03 0.07 0.02
H -3.0518 -2.6554 -0.3107 0.01 0.00 -0.03
H -1.8825 -2.8712 1.0165 -0.02 0.00 0.00
H -1.3637 -2.9681 -0.7011 0.01 0.00 0.03
C 0.6931 -5.0517 0.3685 0.00 -0.01 -0.12
S 1.2813 -3.4115 0.3584 -0.05 0.02 0.33
O 0.7934 -2.6671 -0.8711 0.07 0.13 0.13
O 2.7112 -3.3853 0.4556 0.01 -0.01 -0.02
O 0.5899 -2.6115 1.4127 -0.07 -0.19 0.06
H 1.2117 -5.5935 -0.4228 -0.01 -0.01 0.00
H -0.3844 -5.0615 0.2226 0.00 0.00 0.01
H 0.9647 -5.4675 1.3401 0.00 0.00 0.00
```
Forces are in eV/Å.

Output
Orbital gap (spin up / spin down): 9.008 / 6.927 eV
2S+1: 2
Charge: +3

# 5
Below is the molecule C4H6N2O, with properties calculated with wB97M-V/def2-TZVPD.

The geometry in XYZ format:
```
13
Properties=species:S:1:pos:R:3:forces:R:3
C 0.8303 -0.5170 0.3737 -0.16 -0.39 0.22
C 0.5273 0.7616 -0.1880 -0.10 0.22 -0.18
N 1.9774 -1.1442 0.6041 -0.11 0.04 0.01
C -1.1700 0.2707 0.4171 -0.19 -0.16 -0.05
C -2.1188 -0.0521 -0.5131 0.26 0.08 0.15
N 1.0960 1.4055 -1.1180 -0.07 -0.13 0.19
O -0.3113 -0.9366 0.8629 0.41 0.36 -0.30
H 2.0638 -1.8509 1.3178 -0.06 0.05 -0.09
H 2.7892 -0.8882 0.0652 -0.08 0.03 0.05
H 0.6789 2.3321 -1.2379 -0.01 -0.11 0.02
H -1.4203 0.8678 1.2850 0.04 0.00 -0.06
H -1.8977 -0.7526 -1.3070 0.02 0.00 0.01
H -3.0447 0.5037 -0.5620 0.04 -0.01 0.04
```
Forces are in eV/Å.

Output
Orbital gap (spin up / spin down): 6.466 / 6.909 eV
Charge: 0

# 6
Below is C61H50Cl3N3O4PtS3Te2 as an isolated structure, with properties calculated with wB97M-V/def2-TZVPD.

The geometry in XYZ format:
```
127
Properties=species:S:1:pos:R:3:forces:R:3
Pt -0.4830 0.5709 -0.0630 0.78 -0.29 1.09
C -2.6855 -3.1537 5.6399 0.07 0.03 -0.11
C -1.8569 -2.3538 4.6688 -0.02 0.03 0.25
C -1.2558 -1.1574 5.0466 0.09 -0.18 -0.02
C -0.5419 -0.3998 4.1454 0.25 0.07 -0.95
C -0.0767 0.9606 4.5781 -0.09 0.08 -0.33
O -0.8894 1.8485 4.7278 0.10 -0.15 0.38
C 1.3722 1.2341 4.7923 0.20 0.21 0.13
C 2.3754 0.4799 4.1942 -0.11 0.08 0.06
C 3.6970 0.8838 4.3160 0.15 -0.08 -0.05
C 4.0327 1.9896 5.0829 0.00 -0.05 0.02
C 3.0365 2.7123 5.7269 -0.01 0.04 0.00
C 1.7123 2.3475 5.5637 -0.07 -0.01 -0.09
C -0.4096 -0.7766 2.7657 -0.79 -0.43 0.57
O 0.2595 0.0064 1.9517 -0.73 0.75 -1.37
C -1.0923 -1.9698 2.3707 0.18 0.58 0.44
C -1.7577 -2.7283 3.3497 0.10 0.04 -0.24
C -1.2719 -2.3647 0.9753 0.10 -0.18 -0.57
N -0.7532 -1.7429 -0.0250 0.22 -0.52 -0.13
C -0.9616 -2.2215 -1.3843 -0.11 -0.30 0.00
C 0.3754 -2.4716 -2.0834 -0.16 -0.05 0.56
Te 1.3038 -4.3208 -1.4296 0.10 0.21 -0.05
C 2.3321 -3.7376 0.3395 -0.22 -0.02 -0.36
C 3.4067 -2.8630 0.2614 0.07 0.13 0.01
C 4.1686 -2.5919 1.3879 0.04 0.03 -0.01
C 3.8667 -3.2087 2.5948 0.00 0.09 0.06
C 2.7852 -4.0701 2.6784 0.05 -0.04 0.06
C 2.0207 -4.3369 1.5525 -0.11 -0.08 -0.03
C -2.2621 -3.4750 0.7415 -0.07 -0.03 -0.11
C -3.5930 -3.1025 0.5705 0.09 -0.01 -0.05
C -4.5625 -4.0623 0.3289 -0.07 0.05 0.00
C -4.2115 -5.4021 0.2528 0.00 -0.05 0.01
C -2.8890 -5.7778 0.4330 -0.01 -0.02 0.03
C -1.9173 -4.8191 0.6826 0.03 0.06 0.05
H -2.5661 -2.7710 6.6523 -0.03 -0.06 0.04
H -2.4074 -4.2082 5.6278 0.00 -0.01 0.05
H -3.7418 -3.0879 5.3713 -0.02 -0.03 0.08
H -1.3572 -0.8066 6.0677 -0.03 0.06 0.00
H 2.1206 -0.3853 3.6013 -0.01 -0.07 -0.09
H 4.4748 0.3372 3.7986 0.03 -0.09 0.02
H 5.0701 2.2801 5.1910 0.01 0.01 -0.02
H 3.2954 3.5627 6.3438 -0.01 0.02 -0.01
H 0.9129 2.9225 6.0125 0.01 0.00 0.00
H -2.2473 -3.6430 3.0460 -0.07 0.00 0.00
H -1.5175 -1.4405 -1.9129 0.07 -0.09 -0.05
H -1.5561 -3.1378 -1.4288 -0.06 0.07 -0.02
H 1.0592 -1.6453 -1.9010 0.13 -0.05 -0.02
H 0.2216 -2.5927 -3.1555 0.09 -0.06 -0.02
H 3.6588 -2.4033 -0.6839 0.02 0.04 -0.04
H 5.0162 -1.9203 1.3109 -0.02 0.01 0.02
H 4.4746 -3.0275 3.4714 0.02 0.06 0.01
H 2.5430 -4.5461 3.6200 -0.02 0.00 0.00
H 1.1935 -5.0322 1.6234 -0.02 0.04 0.01
H -3.8542 -2.0522 0.6293 -0.04 0.02 0.02
H -5.5955 -3.7636 0.2077 -0.02 0.00 -0.02
H -4.9672 -6.1522 0.0608 -0.01 -0.01 0.00
H -2.6132 -6.8233 0.3876 0.02 -0.01 -0.02
H -0.8873 -5.1171 0.8245 -0.02 0.02 -0.04
Cl -5.9829 0.6616 -10.7487 -0.08 0.00 -0.11
C -5.2515 0.7945 -9.1910 0.13 -0.02 0.20
C -5.5990 -0.0917 -8.1857 -0.09 -0.05 -0.07
C -4.9895 0.0258 -6.9497 0.06 0.06 -0.01
C -4.0259 0.9950 -6.6916 0.08 0.08 0.03
C -3.3318 0.9962 -5.3385 0.04 0.06 -0.13
C -1.9653 0.3087 -5.4858 -0.27 0.05 -0.02
N -1.1357 0.5187 -4.3149 0.17 -0.02 0.19
C 0.2368 0.5728 -4.3192 0.02 0.11 0.21
C 0.6179 0.8209 -3.0360 0.22 -0.05 -0.27
N -0.5024 0.9214 -2.2505 -0.49 -0.15 1.43
C -1.5322 0.7346 -3.0468 -0.23 0.08 -0.06
O -3.0602 2.2724 -4.8326 0.23 -0.13 -0.03
C -4.0876 2.9570 -4.1414 -0.17 0.15 0.04
C -3.4594 4.2104 -3.6217 -0.25 0.08 -0.12
C -3.8289 5.4658 -4.0006 0.23 0.05 0.19
Cl -5.1130 5.8936 -5.0549 -0.04 0.03 -0.05
S -2.8328 6.6884 -3.3061 -0.14 -0.19 -0.08
C -1.8968 5.4991 -2.4973 0.01 0.12 -0.01
C -2.3380 4.2432 -2.7414 -0.01 -0.03 0.07
C -3.6847 1.8681 -7.7313 -0.18 -0.27 0.09
Cl -2.4580 3.0754 -7.5509 0.08 0.09 -0.10
C -4.3005 1.7752 -8.9712 0.05 0.05 0.01
H -6.3316 -0.8635 -8.3728 -0.03 0.01 0.00
H -5.2567 -0.6695 -6.1629 -0.03 0.02 0.03
H -3.9596 0.4222 -4.6405 0.01 0.06 0.03
H -1.4578 0.7411 -6.3475 0.10 0.00 0.08
H -2.0974 -0.7612 -5.6619 -0.07 0.05 -0.03
H 0.8114 0.4305 -5.2163 0.00 0.03 -0.03
H 1.6109 0.8944 -2.6324 -0.03 -0.03 0.09
H -2.5576 0.7755 -2.7254 -0.04 -0.04 -0.01
H -4.4781 2.3318 -3.3241 0.05 0.02 -0.01
H -4.9162 3.2100 -4.8109 -0.01 -0.10 0.01
H -1.0662 5.7994 -1.8821 -0.04 0.00 0.11
H -1.8929 3.3658 -2.2959 0.04 -0.05 0.03
H -4.0190 2.4545 -9.7625 -0.01 0.02 0.00
Te -1.8199 2.0266 1.6110 -0.09 0.21 -0.63
C -3.2870 3.3067 0.7976 0.33 0.18 0.09
C -4.4397 3.0661 0.1088 0.00 -0.20 -0.08
C -5.2317 4.2257 -0.1038 -0.03 -0.04 -0.14
C -4.6723 5.3413 0.4330 0.27 0.17 0.19
S -3.1766 4.9822 1.2023 -0.25 -0.16 -0.35
H -4.7220 2.0747 -0.2185 -0.01 -0.03 0.02
H -6.1780 4.2181 -0.6262 -0.01 0.04 -0.01
H -5.0537 6.3492 0.4297 -0.06 0.01 -0.02
O 2.0226 0.2227 -0.5232 0.09 -0.20 0.04
S 2.6774 0.8791 0.6574 0.65 0.86 -0.58
C 4.3028 1.3486 -0.0313 0.07 -0.19 0.13
C 5.1412 2.2209 0.6493 0.02 -0.12 0.11
C 6.3487 2.5905 0.0803 -0.02 0.01 0.07
C 6.7256 2.0784 -1.1544 0.00 -0.03 -0.10
C 5.8929 1.1919 -1.8195 0.02 0.09 0.03
C 4.6743 0.8327 -1.2600 -0.16 -0.18 0.03
C 2.1458 2.6175 0.6458 -0.21 -0.07 0.10
C 1.7525 3.1932 -0.5513 0.07 -0.01 -0.11
C 1.3599 4.5202 -0.5822 0.03 -0.06 0.03
C 1.3500 5.2674 0.5887 0.00 -0.02 0.04
C 1.7467 4.6846 1.7816 0.07 0.13 0.00
C 2.1610 3.3610 1.8119 -0.09 -0.22 0.09
H 4.8420 2.6134 1.6130 0.03 0.07 0.02
H 6.9932 3.2867 0.6002 0.02 0.00 0.01
H 7.6640 2.3759 -1.6031 0.03 0.00 0.03
H 6.1827 0.7829 -2.7784 0.01 0.01 -0.01
H 4.0015 0.1550 -1.7700 0.00 -0.01 0.01
H 1.7834 2.6136 -1.4605 -0.08 -0.06 -0.03
H 1.0699 4.9697 -1.5234 0.01 -0.02 -0.01
H 1.0461 6.3063 0.5711 -0.05 -0.01 0.00
H 1.7387 5.2628 2.6959 0.00 -0.01 0.02
H 2.4861 2.9138 2.7401 -0.07 -0.09 0.16
```
Forces are in eV/Å.

Output
Orbital gap (spin up / spin down): 6.147 / 6.162 eV
Charge: 0

Electronic energy in Ha, matching the order above: -323.457134, -442.788848, -1916.121368, -1690.448922, -340.615748, -6050.146811